# 1
C33H57N13O7PPdS | ωB97M-V with the def2-TZVPD basis set

For the HOMO energy (alpha / beta), the calculation gives -14.8 / -14.7 eV. The expectation value of S² is 6.036. Its charge is +3. The value obtained for the LUMO energy (alpha / beta) is -6.56 / -10.05 eV. As for the multiplicity: 5.

Structure (XYZ):
```
113
Properties=species:S:1:pos:R:3:forces:R:3
Pd 0.618 0.490 -0.747 0.0 -0.5 0.1
N 0.440 0.762 1.651 0.0 -0.2 -0.4
C 1.412 -0.025 2.404 -0.1 0.1 -0.1
C 2.233 0.818 3.406 -0.1 0.2 0.0
C 2.205 0.314 4.842 0.2 0.0 0.1
C 3.270 -0.759 5.025 -0.1 -0.4 0.2
N 3.008 -1.948 4.212 -0.1 -0.3 2.2
C 2.668 -3.148 4.638 0.2 0.6 0.0
N 2.411 -3.412 5.921 -0.1 -0.2 0.2
N 2.551 -4.139 3.739 -0.1 -0.2 -0.1
C 2.379 -0.666 1.418 -0.4 0.7 -0.7
O 3.007 -1.664 1.796 0.5 -0.2 -1.5
O 2.493 -0.102 0.285 0.2 -0.2 -0.1
H 0.712 1.739 1.580 -0.1 0.0 0.1
H -0.519 0.720 1.972 0.1 0.0 0.1
H 0.911 -0.843 2.924 -0.2 0.1 0.0
H 1.872 1.846 3.365 -0.1 0.0 0.0
H 3.280 0.849 3.092 0.0 0.1 -0.1
H 1.212 -0.055 5.115 0.0 0.0 0.0
H 2.443 1.129 5.527 0.0 0.0 0.0
H 3.405 -1.024 6.072 0.0 0.0 0.1
H 4.227 -0.359 4.687 0.0 0.0 0.1
H 3.068 -1.811 3.197 0.1 -0.2 -0.7
H 2.446 -2.695 6.622 0.0 0.0 0.0
H 2.251 -4.355 6.232 0.0 0.0 0.0
H 2.879 -3.987 2.799 0.0 0.1 0.0
H 2.411 -5.090 4.034 0.0 0.1 0.0
C 3.815 2.091 -3.547 0.0 0.0 -0.1
N 4.041 0.669 -3.356 0.0 0.1 0.0
C 5.402 0.120 -3.403 0.0 0.0 -0.1
C 5.174 -1.403 -3.374 0.0 0.0 0.0
N 3.725 -1.480 -3.160 0.1 -0.1 0.0
C 3.137 -0.280 -3.224 0.0 0.1 0.0
S 1.415 -0.100 -3.224 -0.1 -0.1 0.2
H 3.984 2.353 -4.593 0.0 0.0 0.0
H 4.519 2.645 -2.926 0.0 0.0 0.0
H 2.802 2.341 -3.256 0.0 0.0 0.0
H 5.972 0.478 -2.546 0.0 0.0 0.0
H 5.900 0.455 -4.312 0.0 0.0 0.0
H 5.709 -1.884 -2.558 0.0 0.0 0.0
H 5.454 -1.884 -4.309 0.0 0.0 0.0
H 3.188 -2.322 -3.275 0.0 0.1 0.0
N -4.194 2.348 -2.182 0.0 -0.1 0.0
C -4.528 1.086 -2.478 -0.1 0.4 -0.1
N -5.773 0.837 -2.905 0.0 0.0 0.1
N -3.711 0.062 -2.363 0.0 -0.7 0.0
C -2.462 0.154 -2.029 -0.2 0.2 -0.1
N -1.340 0.101 -1.749 0.2 0.3 0.1
H -4.830 3.113 -2.326 0.0 0.0 0.0
H -3.247 2.570 -1.919 -0.1 0.0 0.0
H -6.421 1.578 -3.108 0.0 0.0 0.0
H -5.985 -0.090 -3.232 0.0 0.0 0.0
C 3.678 3.270 0.734 0.0 0.0 -0.1
C 2.647 4.382 0.658 0.1 0.1 0.0
C 2.607 5.191 1.940 0.0 0.0 0.0
C 2.903 5.280 -0.541 -0.1 0.0 -0.1
O 1.312 3.746 0.591 -0.2 0.0 0.1
P 0.579 3.242 -0.712 0.3 0.3 0.0
O -0.579 2.369 -0.228 0.0 0.0 -0.1
O 1.500 2.371 -1.550 0.0 0.0 0.1
O 0.169 4.482 -1.559 -0.2 -0.2 -0.1
C -0.908 5.465 -1.354 0.0 0.2 0.0
C -0.640 6.529 -2.399 0.0 0.0 0.0
C -2.242 4.778 -1.597 0.2 -0.1 0.0
C -0.834 6.034 0.052 0.1 -0.1 0.0
H 4.679 3.701 0.718 0.0 0.0 0.0
H 3.572 2.583 -0.106 0.0 0.0 0.0
H 3.568 2.707 1.659 0.0 -0.1 0.1
H 3.585 5.634 2.128 0.0 0.0 0.0
H 2.345 4.555 2.786 0.0 0.0 0.0
H 1.872 5.993 1.871 0.0 0.0 0.0
H 3.913 5.680 -0.464 0.0 0.0 0.0
H 2.205 6.116 -0.569 0.0 0.0 0.0
H 2.825 4.734 -1.482 0.1 0.0 0.0
H -0.675 6.100 -3.401 0.0 0.0 0.0
H 0.342 6.977 -2.248 0.0 0.0 0.0
H -1.394 7.313 -2.327 0.0 0.0 0.0
H -2.274 4.370 -2.609 0.0 0.1 0.0
H -3.046 5.502 -1.477 0.0 0.0 0.0
H -2.363 3.973 -0.867 -0.1 0.1 0.0
H 0.127 6.520 0.220 0.0 0.0 0.0
H -0.964 5.255 0.806 0.0 0.0 0.0
H -1.620 6.777 0.185 0.0 0.0 0.0
C -8.859 -4.235 0.100 0.0 0.0 0.0
C -7.472 -4.748 -0.004 0.0 0.0 0.0
C -6.368 -3.993 0.473 -0.1 0.0 0.0
C -5.094 -4.467 0.398 0.0 -0.1 -0.1
C -4.858 -5.753 -0.175 -0.1 0.0 0.2
N -3.647 -6.322 -0.237 0.1 0.0 -0.1
C -2.286 -5.837 -0.170 0.0 -0.2 0.2
O -1.448 -6.659 0.078 0.0 0.0 0.0
N -2.078 -4.531 -0.455 0.0 0.2 0.0
C -0.783 -3.941 -0.559 -0.1 0.0 0.0
C 0.377 -4.675 -0.775 -0.1 -0.1 0.0
C 1.567 -3.985 -0.900 0.0 0.0 0.0
C 1.576 -2.606 -0.814 0.0 0.0 0.1
N 0.461 -1.904 -0.609 -0.1 -0.1 0.1
C -0.691 -2.559 -0.479 0.0 0.1 0.0
C -5.971 -6.531 -0.639 0.1 0.0 0.1
C -7.230 -6.032 -0.561 0.0 0.1 0.0
H -8.900 -3.216 0.475 0.0 0.0 0.0
H -9.439 -4.877 0.772 0.0 0.0 0.0
H -9.359 -4.288 -0.870 0.0 0.0 0.0
H -6.553 -3.035 0.939 0.0 0.0 0.0
H -4.281 -3.911 0.846 0.0 0.0 0.0
H -3.633 -7.332 -0.337 0.1 0.0 -0.2
H -2.859 -3.945 -0.705 0.0 -0.1 -0.1
H 0.352 -5.751 -0.842 0.0 0.0 0.0
H 2.491 -4.520 -1.070 0.0 0.0 0.0
H 2.494 -2.040 -0.868 0.0 0.0 0.0
H -1.578 -1.953 -0.333 0.0 0.0 0.0
H -5.791 -7.509 -1.067 0.0 0.0 0.0
H -8.065 -6.617 -0.924 0.0 0.0 0.0
```
Forces are in eV/Å.

Atom charges from the Mulliken analysis, given in e for atoms 1 to 6: 1.132 -0.091 0.165 -0.720 -0.812 -1.222

# 2
C33H57N3NiO5Si | ωB97M-V with the def2-TZVPD basis set

For the HOMO energy (alpha / beta), the calculation gives -5.2 / -5.1 eV. The expectation value of S² is 2.015. Its charge is 0. The value obtained for the LUMO energy (alpha / beta) is -0.26 / -1.20 eV. As for the multiplicity: 3.

Structure (XYZ):
```
100
Properties=species:S:1:pos:R:3:forces:R:3
O 0.763 -1.482 -1.429 -0.3 0.1 0.3
O 0.868 -0.238 -6.163 -0.1 -0.4 -0.7
C 2.202 -1.721 -1.415 -0.2 0.3 -0.3
C 2.667 -2.858 -0.534 0.0 0.1 0.2
H 2.623 -0.768 -1.075 0.0 -0.2 -0.1
H 2.507 -1.889 -2.458 0.0 0.1 0.2
H 2.359 -2.722 0.508 0.0 0.0 -0.3
H 3.759 -2.861 -0.555 0.0 0.0 0.0
H 2.334 -3.836 -0.888 0.0 0.1 0.0
C -0.043 -2.692 -1.541 0.1 0.2 0.4
C 0.082 -3.311 -2.909 0.0 0.0 -0.3
H -1.079 -2.393 -1.327 0.3 0.0 0.0
H 0.279 -3.384 -0.751 -0.3 0.2 -0.2
H -0.225 -2.598 -3.683 0.1 -0.1 0.1
H -0.571 -4.186 -2.980 0.1 0.0 0.1
H 1.109 -3.637 -3.104 -0.2 0.0 0.0
C -0.203 0.323 -6.941 0.3 -0.1 0.3
C 1.801 -1.033 -6.912 -0.3 0.3 0.2
C -1.499 -0.459 -6.799 -0.1 -0.2 -0.1
H 0.076 0.370 -8.009 0.0 0.1 0.3
H -0.345 1.341 -6.553 0.1 -0.2 -0.2
H -1.395 -1.486 -7.179 0.0 0.3 0.2
H -2.269 0.041 -7.396 0.0 -0.1 0.1
H -1.844 -0.498 -5.755 0.2 0.0 -0.3
C 1.199 -2.193 -7.694 0.0 -0.1 -0.1
H 2.500 -1.411 -6.157 -0.1 0.1 -0.2
H 2.352 -0.385 -7.614 0.0 -0.1 0.2
H 0.602 -2.869 -7.065 0.2 0.3 -0.1
H 2.028 -2.771 -8.117 -0.1 0.0 0.0
H 0.580 -1.848 -8.535 0.1 -0.1 0.3
H 1.382 1.259 -4.381 0.5 1.1 -0.1
N -0.764 -1.061 1.850 -0.4 0.6 1.2
C -1.732 -0.413 2.559 1.2 -0.9 -0.6
C -2.254 0.827 2.231 -0.5 0.9 0.1
C -2.273 1.580 1.048 0.6 -0.2 0.5
C -2.290 -1.125 3.743 -0.5 -0.5 0.6
H -1.543 -1.741 4.264 -0.2 0.3 -0.3
H -3.144 -1.770 3.463 0.3 0.2 0.1
H -2.669 -0.386 4.462 0.2 -0.2 -0.3
C -3.159 2.791 1.006 -0.6 0.1 0.2
H -3.816 2.794 0.125 0.2 0.0 0.1
H -2.566 3.716 0.988 -0.1 -0.4 0.0
H -3.791 2.808 1.901 0.2 0.1 -0.3
N -1.530 1.310 -0.025 0.2 -0.2 -1.2
C -0.474 -2.450 2.032 0.0 -0.4 -0.4
C 0.763 -2.865 2.553 -0.2 -0.3 0.1
C 1.816 -1.921 3.043 0.0 0.5 0.5
C 0.988 -4.240 2.677 -0.3 0.2 -0.3
H 1.927 -4.564 3.124 -0.2 0.0 -0.1
C 0.036 -5.165 2.255 0.1 0.0 0.2
H 0.239 -6.226 2.374 -0.1 0.1 -0.1
C -1.173 -4.734 1.722 0.0 0.0 0.0
H -1.931 -5.454 1.406 0.3 0.2 0.1
C -1.437 -3.372 1.589 0.1 -0.1 0.2
C -2.740 -2.928 0.985 -0.3 0.0 -0.3
C -1.785 1.914 -1.302 -1.0 0.9 -0.1
C -1.220 3.170 -1.619 -0.2 -0.6 0.2
C -0.266 3.836 -0.673 0.3 0.3 0.1
C -1.573 3.780 -2.816 -0.1 0.0 -0.5
H -1.151 4.766 -3.052 -0.2 -0.5 0.1
C -2.434 3.150 -3.718 0.0 0.0 0.2
H -2.677 3.630 -4.666 0.0 -0.1 0.2
C -2.990 1.910 -3.399 0.0 0.2 -0.3
H -3.682 1.415 -4.092 0.3 0.2 0.3
C -2.698 1.292 -2.190 0.6 0.1 0.3
C -3.321 -0.024 -1.833 -0.4 -0.3 0.0
Ni -0.051 0.242 -0.399 0.1 -1.0 -0.3
H 2.781 -2.117 2.563 -0.1 0.0 -0.1
H 1.970 -2.076 4.123 -0.1 0.2 -0.3
H 1.533 -0.877 2.873 0.3 -0.3 0.4
H -2.688 -1.884 0.646 -0.1 -0.3 0.1
H -3.566 -3.009 1.711 0.3 0.1 -0.3
H -3.006 -3.560 0.121 0.1 0.2 0.3
H 0.281 4.623 -1.202 -0.1 -0.1 0.1
H 0.469 3.139 -0.245 -0.3 0.2 0.0
H -0.785 4.314 0.170 0.2 -0.2 -0.2
H -3.752 -0.024 -0.822 0.2 0.0 -0.2
H -2.606 -0.860 -1.888 -0.1 0.3 0.1
H -4.130 -0.244 -2.537 0.1 0.0 0.1
H -2.864 1.241 3.036 0.2 -0.1 -0.3
C 1.459 2.367 -4.187 0.1 -0.3 0.1
Si 2.900 3.388 -4.943 0.0 -0.2 0.0
H 0.538 2.796 -4.594 -0.1 0.0 0.3
H 1.448 2.482 -3.086 -0.1 0.2 -0.4
C 4.450 2.332 -4.933 0.0 0.0 0.0
C 3.284 4.991 -4.007 -0.2 -0.1 0.2
C 2.540 3.936 -6.716 -0.1 -0.2 0.0
H 3.365 4.552 -7.105 -0.2 -0.2 0.2
H 1.624 4.538 -6.786 0.2 -0.2 0.0
H 2.430 3.069 -7.380 0.0 0.2 0.0
H 4.807 2.192 -3.904 0.0 -0.1 -0.2
H 5.253 2.801 -5.519 -0.1 -0.1 0.2
H 4.224 1.350 -5.366 0.1 0.1 0.1
H 3.321 4.837 -2.921 0.0 0.0 -0.2
H 2.546 5.779 -4.210 0.1 -0.2 0.1
H 4.264 5.387 -4.310 -0.2 -0.2 0.0
O 0.370 2.056 3.816 1.3 -1.0 -0.1
N -0.111 1.325 4.694 -2.8 0.7 0.8
O 0.438 0.316 5.163 1.3 0.1 -1.0
O 0.248 -0.352 1.317 0.2 0.2 -0.2
```
Forces are in eV/Å.

Atom charges from the Mulliken analysis, given in e for atoms 1 to 6: 0.453 -0.296 -0.497 -1.059 0.459 0.216

These records have calculated total energy values of -3396.98179, -3629.67823 a.u., in the order they appear.
These records have ΔE to the lowest compared entry with this formula, charge and spin values of 18.72, 0.00 kcal/mol, in the order they appear.
These records have M values of 917.36, 662.61 Da, in the order they appear.